19
Properties=species:S:1:pos:R:3:forces:R:3 method="wB97M-V/def2-TZVPD" de_lowest_kj_mol=258.0 multiplicity=1 lumo_energy_ev=1.0 molar_mass_da=100.161 homo_ev=-8.1 largest_force_ev_per_a=2.5 total_energy_ev=-8461.6796 smiles="CC/C=C/OCC"
C 2.4361 -0.5672 1.8012 0.26 -0.09 0.24
C 2.0370 0.0662 0.4827 0.39 -0.18 0.13
C 0.6162 -0.2125 0.2262 0.54 -0.59 0.39
C -1.5929 0.6990 -0.6996 -0.13 -1.31 -0.63
C -2.9903 0.5607 -1.1795 -0.42 0.07 -0.26
C 0.1447 -0.9998 -0.7320 0.42 0.66 0.41
O -1.1537 -0.8221 -1.0605 -0.51 2.23 0.99
H 3.5034 -0.4638 1.9950 0.03 -0.03 0.16
H 1.8750 -0.1076 2.6237 0.15 -0.07 -0.06
H 2.1707 -1.6299 1.7781 0.17 0.13 0.08
H 2.2140 1.1537 0.4977 -0.02 -0.24 0.04
H 2.6216 -0.3211 -0.3590 0.11 -0.03 0.16
H -0.1175 0.0674 0.9768 0.28 0.68 -0.23
H -0.9377 1.3795 -1.2717 -0.18 -0.71 -0.07
H -1.5727 1.1134 0.3423 0.17 -1.32 -0.66
H -3.5427 1.4988 -1.1945 0.00 0.05 0.00
H -3.4872 -0.1546 -0.5191 -0.18 0.14 -0.20
H -2.9160 0.1332 -2.1770 -0.49 0.09 -0.09
H 0.7585 -1.7558 -1.2444 -0.60 0.52 -0.40